Entry 1:
ORCA calculation (ωB97M-V with the def2-TZVPD basis set) on 3 unconnected molecules or ions with the total composition C5H9N3O2S at a distorted geometry.

Element x y z (Å)
C -0.996 -1.019 0.834
C -1.961 -1.467 -0.008
C -2.844 2.776 -0.258
C 1.223 1.098 -0.924
C 2.207 0.212 -0.265
N 1.241 -1.194 1.414
N 3.402 0.618 0.158
N 0.210 -1.669 0.991
O -3.379 3.782 -0.043
O -2.328 1.797 -0.473
S -2.089 -3.086 -0.745
H -1.071 -0.113 1.440
H -2.769 -0.796 -0.115
H 0.135 0.729 -0.711
H 1.219 2.200 -0.833
H 1.128 0.945 -2.012
H 3.955 0.010 0.693
H 3.582 1.639 0.241
H -1.057 -3.724 -0.080
H 0.189 -2.739 0.695

Molar mass: 175.21 g mol⁻¹
Relative energy (zero: lowest compared OMol25 entry of this formula, charge and spin): 102.9 kcal/mol
E_HOMO: -7.1564 eV
LUMO: 0.013 Eh

Charges obtained by natural (NBO) population analysis, quoted in units of e: C -0.07; C -0.37; C 1.03; C -0.78; C 0.19; N -0.25; N -0.75; N -0.28; O -0.52; O -0.51; S 0.03; H 0.23; H 0.23; H 0.25; H 0.18; H 0.26; H 0.40; H 0.34; H 0.12; H 0.27

Entry 2:
ORCA calculation (ωB97M-V with the def2-TZVPD basis set) on 3 unconnected molecules or ions with the total composition C5H9N3O2S at a distorted geometry.

Element x y z (Å)
C 0.167 1.123 -0.092
C -0.936 0.727 3.970
C 0.858 -0.881 0.848
C 0.975 1.146 -2.452
C -1.931 -1.799 -1.058
N 0.048 0.357 0.925
N 1.107 1.033 -0.987
N 1.837 -0.911 -0.166
O -0.480 1.780 4.071
O -1.457 -0.274 3.846
S -2.771 -0.416 -1.232
H -0.608 1.872 -0.228
H 1.149 -0.792 1.939
H 0.179 -1.794 0.688
H 1.586 0.483 -2.914
H -0.097 1.286 -2.818
H 1.394 2.128 -2.678
H -1.508 -2.520 -1.690
H -2.091 -2.266 -0.068
H 2.578 -0.280 0.095

⟨S²⟩: 2.04
Molar mass: 175.21 g mol⁻¹
Relative energy (zero: lowest compared OMol25 entry of this formula, charge and spin): 22.5 kcal/mol
E_HOMO (alpha / beta): -8.1417 / -8.9379 eV
Spin multiplicity: 3
LUMO (alpha / beta): -0.023 / -0.069 Eh

Charges obtained by natural (NBO) population analysis, quoted in units of e: C 0.18; C 1.03; C -0.17; C -0.45; C -0.46; N -0.34; N -0.26; N -0.48; O -0.52; O -0.51; S 0.08; H 0.16; H 0.19; H 0.21; H 0.22; H 0.21; H 0.22; H 0.19; H 0.18; H 0.32

Entry 3:
ORCA calculation (ωB97M-V with the def2-TZVPD basis set) on a molecular structure, C5H9N3O3S2 at a distorted geometry.

Element x y z (Å)
C -3.184 -0.969 -0.130
C -1.020 1.708 -0.310
C -1.863 0.742 0.486
C 2.475 -1.386 1.352
C 2.816 -0.304 0.400
N -3.182 0.342 -0.080
N -2.207 -1.810 0.195
N -1.390 1.905 -1.617
O -0.126 2.275 0.319
O 0.275 -1.026 -0.546
O 1.613 0.886 -1.695
S -0.969 -0.974 0.686
S 1.720 -0.434 -1.180
H -4.023 -1.458 -0.632
H -1.836 1.129 1.483
H 1.389 -1.399 1.555
H 2.762 -2.297 0.974
H 2.863 -1.198 2.276
H 3.857 -0.398 -0.070
H 2.880 0.708 0.701
H -2.123 1.390 -1.965
H -0.730 2.566 -2.202

Molar mass: 223.28 g mol⁻¹
Relative energy (zero: lowest compared OMol25 entry of this formula, charge and spin): 38.1 kcal/mol
E_HOMO: -8.9743 eV
LUMO: -0.013 Eh

Charges obtained by natural (NBO) population analysis, quoted in units of e: C 0.26; C 0.64; C -0.29; C -0.63; C -0.59; N -0.50; N -0.80; N -0.81; O -0.61; O -0.99; O -0.91; S 1.27; S 1.55; H 0.19; H 0.25; H 0.21; H 0.22; H 0.22; H 0.22; H 0.24; H 0.41; H 0.43

Entry 4:
ORCA calculation (ωB97M-V with the def2-TZVPD basis set) on a single C5H9N3OS molecule at a distorted geometry.

Element x y z (Å)
H 1.108 -2.500 -0.604
N 0.243 -2.716 -0.152
C -0.326 -1.650 0.220
C -1.768 -1.649 0.690
N -2.572 -0.672 0.587
C -2.142 0.618 0.053
C -0.818 1.088 0.550
S 0.389 0.088 -0.407
O 0.135 0.153 -1.811
N 1.767 0.167 0.275
C 2.771 1.038 -0.313
H -2.235 -2.617 0.986
H -2.933 1.299 0.375
H -2.003 0.798 -1.050
H -0.574 2.135 0.368
H -0.456 0.714 1.596
H 3.689 0.917 0.237
H 2.472 2.071 -0.320
H 3.255 0.719 -1.278

Molar mass: 159.21 g mol⁻¹
Relative energy (zero: lowest compared OMol25 entry of this formula, charge and spin): 78.5 kcal/mol
E_HOMO: -9.1219 eV
Structure (SMILES): [H]/N=C1/C=NCC[S@@]1(=O)=NC
LUMO: -0.009 Eh

Charges obtained by natural (NBO) population analysis, quoted in units of e: H 0.36; N -0.54; C 0.04; C 0.05; N -0.35; C -0.32; C -0.64; S 1.93; O -0.93; N -0.93; C -0.44; H 0.21; H 0.22; H 0.25; H 0.25; H 0.25; H 0.21; H 0.18; H 0.19